The following is a quantum chemistry calculation of a molecular structure, C2H7N3, from the OMol25 dataset.

```
12
Properties=species:S:1:pos:R:3:forces:R:3:mulliken_charge:R:1
N -0.085817 0.806831 0.238278 0.150 -0.195 -0.258 -0.141
C -0.568867 0.064106 -1.878275 0.005 -0.101 0.131 -0.597
N 0.454493 0.398320 -1.071933 -0.074 0.117 0.485 -0.397
H 0.444600 1.602774 0.600286 -0.012 -0.079 -0.015 0.311
H -1.078548 1.062842 0.161939 0.092 -0.104 -0.029 0.402
H -1.502897 -0.338507 -1.476896 0.039 0.059 0.046 0.246
H -0.286891 -0.220005 -2.882033 0.000 0.023 0.017 0.254
C 0.277286 -0.416988 1.023853 -0.140 0.220 0.000 -0.226
N 0.801247 -0.172908 2.182240 -0.012 -0.018 -0.225 -0.708
H 0.907351 -1.021442 2.730021 -0.048 0.037 -0.048 0.238
H -0.407516 -1.227930 0.733091 0.082 0.017 -0.039 0.334
H 1.045560 -0.537091 -0.360570 -0.081 0.025 -0.064 0.284
```
Forces are in eV/Å.

Properties
HOMO (alpha / beta) (eV): -6.722 / -6.534
Orbital gap (alpha / beta) (hartree): 0.278 / 0.266

The following is a quantum chemistry calculation of a single C2H7N3 molecule at a distorted geometry, from the OMol25 dataset.

```
12
Properties=species:S:1:pos:R:3:forces:R:3:mulliken_charge:R:1
C -1.744772 -0.113535 0.572022 -1.356 0.472 0.641 -0.822
C 1.506601 0.044808 -0.417370 -0.675 1.784 0.130 0.083
H -2.541978 -0.838781 0.526236 -0.478 -0.144 0.149 0.325
H -2.172884 0.843625 0.203472 0.315 -0.584 -0.042 0.301
H -1.526482 0.054891 1.635144 0.575 -0.021 -0.042 0.276
H -0.160441 -1.322921 0.060168 -0.584 -0.758 0.436 0.226
H -0.210835 1.259244 -0.748295 0.369 1.038 -0.314 0.301
H 1.713702 -0.967401 0.005970 -0.581 0.528 -0.441 0.186
H 3.257031 0.378558 -0.279978 0.531 0.568 -0.290 0.253
N -0.740634 -0.594272 -0.312578 -0.997 -1.390 -0.494 -0.412
N 0.176190 0.358152 -0.639413 2.898 -0.385 -0.043 -0.074
N 2.444503 0.897631 -0.605378 -0.016 -1.109 0.309 -0.644
```
Forces are in eV/Å.

Properties
HOMO (eV): -7.805
Orbital gap (hartree): 0.322